Below is a 15-piece molecular cluster, C46H129N7O22 overall, with properties calculated with ωB97M-V with the def2-TZVPD basis set.

Its highest occupied orbital energy is -8.214 eV. As for the charge: 0. For the orbital gap, the calculation gives 8.30 eV.

Last column: Mulliken charge in e.
Element x y z (Å)
C: -2.45724 -1.17532 -7.69086  -0.486
O: -1.23281 -1.89132 -7.68918  -0.376
C: -0.10360 -1.11057 -7.41116  -0.858
C: 0.81451 -1.82236 -6.42957  0.399
N: 1.15793 -3.16936 -6.87924  -0.202
C: 2.03835 -3.82591 -5.90217  -0.337
C: 3.49483 -3.39481 -6.05323  -0.518
O: 4.10802 -3.75951 -7.25045  -0.340
C: 5.36408 -3.14953 -7.43152  -0.741
H: -2.60793 -0.81642 -6.66285  -0.007
H: -3.26817 -1.86768 -7.89473  0.283
H: -2.42517 -0.29752 -8.33955  0.356
H: -0.35696 -0.08487 -7.11276  0.409
H: 0.43970 -0.89790 -8.34916  0.389
H: 0.24199 -1.86214 -5.49691  -0.487
H: 1.75556 -1.26359 -6.35326  0.305
H: 1.21999 -3.18057 -7.88197  0.270
H: 1.86909 -4.89727 -6.05090  0.398
H: 1.71130 -3.69554 -4.87063  0.030
H: 4.00381 -3.85842 -5.19282  0.417
H: 3.52194 -2.32098 -5.84224  0.254
H: 5.78885 -3.37821 -8.40694  0.260
H: 6.04140 -3.66414 -6.73255  0.319
H: 5.39935 -2.07756 -7.22711  0.289
C: 7.91443 1.66088 -5.22055  -0.775
O: 6.60546 1.44668 -4.72416  -0.300
C: 6.20273 2.38182 -3.73361  -0.484
C: 5.78660 1.61717 -2.46897  -0.666
N: 5.24923 2.43245 -1.35706  -0.094
C: 4.17443 3.33381 -1.73223  -1.277
C: 3.51302 3.98055 -0.51573  0.096
O: 4.32196 4.83383 0.26431  -0.511
C: 3.43460 5.29481 1.28046  -0.420
H: 7.99517 2.64895 -5.67655  0.314
H: 8.19359 0.88209 -5.92878  0.211
H: 8.60013 1.50110 -4.37938  0.335
H: 5.44280 3.01664 -4.19194  0.216
H: 7.06356 3.00008 -3.45838  0.402
H: 6.67428 1.18891 -1.99874  0.495
H: 5.05758 0.81324 -2.56777  0.089
H: 6.01866 2.82318 -0.83195  0.281
H: 3.54287 2.72271 -2.38252  0.520
H: 4.51107 4.19178 -2.33938  0.725
H: 2.99013 3.19588 0.03039  -0.172
H: 2.75979 4.56188 -1.07294  0.209
H: 3.98561 5.70769 2.12415  0.402
H: 2.74174 4.55136 1.68332  0.073
H: 2.81319 6.05763 0.79839  0.213
C: -0.43454 3.12951 0.67710  -0.271
O: 0.65793 2.46640 0.11476  0.826
C: 1.00863 1.23501 0.76785  0.460
C: 1.88781 0.50343 -0.21817  -0.140
N: 1.15773 -0.00898 -1.35226  0.096
C: 0.52019 -1.31356 -1.05498  -0.249
C: -0.42124 -1.72965 -2.12145  0.384
O: -1.61164 -0.95664 -2.00917  1.680
C: -2.62979 -1.62852 -2.74093  0.201
H: -0.27916 3.62902 1.64509  -0.264
H: -1.37853 2.58841 0.79790  0.138
H: -0.60745 3.98150 0.01492  -0.094
H: 0.07233 0.70703 0.97507  -0.496
H: 1.54109 1.53221 1.67885  0.275
H: 2.35806 -0.31667 0.33076  0.529
H: 2.69852 1.14167 -0.57305  -1.076
H: 0.36333 0.54279 -1.66303  -0.128
H: -0.06878 -1.30934 -0.12669  -0.428
H: 1.35714 -1.99072 -0.87551  0.745
H: -0.47452 -2.82470 -2.17120  -0.881
H: 0.02381 -1.62158 -3.12663  -0.186
H: -2.91768 -2.46176 -2.09397  0.021
H: -2.33670 -1.98870 -3.73354  -0.293
H: -3.53059 -1.06050 -2.97943  -0.725
C: -4.90771 -4.51706 -2.62294  -0.768
O: -4.55352 -4.32984 -1.27481  0.207
C: -5.14247 -5.18055 -0.31958  -0.883
C: -4.70057 -4.72339 1.07564  -0.351
N: -3.33759 -5.17705 1.41175  -0.439
C: -2.29923 -4.46493 0.66442  1.189
C: -0.93759 -4.83492 1.22615  -1.199
O: -0.03827 -3.81172 0.77461  0.093
C: 1.17305 -3.74247 1.49185  -0.784
H: -6.00232 -4.43195 -2.66684  0.282
H: -4.77839 -5.53687 -3.01315  0.294
H: -4.30957 -3.87340 -3.25616  0.112
H: -4.89114 -6.20846 -0.58530  0.388
H: -6.22414 -4.98946 -0.25061  0.402
H: -5.45530 -5.09782 1.76876  0.486
H: -4.67743 -3.63625 1.21694  0.072
H: -3.19968 -5.25989 2.40768  0.331
H: -2.38822 -3.37141 0.66898  -0.726
H: -2.36298 -4.78292 -0.37303  -0.103
H: -0.56999 -5.75152 0.75616  0.296
H: -0.92632 -4.87418 2.31863  0.368
H: 1.56345 -2.73700 1.33181  0.006
H: 1.86843 -4.53623 1.20467  0.189
H: 0.98287 -3.80278 2.57162  0.412
C: -2.53251 -5.33225 8.30949  -0.818
O: -1.97170 -4.45598 7.32015  -0.261
C: -0.57324 -4.36276 7.45305  -0.769
C: -0.08132 -3.02129 6.85363  -0.400
N: -0.58321 -2.85635 5.49319  -0.128
C: -0.26934 -1.50871 5.01011  -1.295
C: -0.93370 -1.35580 3.64939  1.101
O: -2.30699 -1.60622 3.79053  -0.581
C: -3.00503 -1.60199 2.53968  0.516
H: -2.16424 -5.14420 9.31758  0.333
H: -2.49338 -6.36303 7.95962  0.284
H: -3.57325 -4.99589 8.33451  0.249
H: -0.08104 -5.24411 7.03065  0.345
H: -0.26845 -4.22016 8.49951  0.404
H: 1.00858 -3.06515 6.96000  0.244
H: -0.39426 -2.14306 7.43479  0.358
H: -1.57924 -3.02823 5.45615  0.342
H: 0.81882 -1.47938 4.92592  0.345
H: -0.62624 -0.68916 5.65117  0.534
H: -0.38057 -2.04316 2.99999  -0.500
H: -0.76863 -0.32192 3.32050  -0.032
H: -2.49525 -0.85353 1.93144  -0.548
H: -4.06707 -1.39704 2.63881  0.390
H: -2.87420 -2.61418 2.14600  -0.007
C: 1.59232 2.08686 12.20112  -0.780
O: 1.75459 1.67437 10.86954  -0.236
C: 1.36203 0.32321 10.58777  -0.704
C: 1.75146 -0.02749 9.18048  -0.746
N: 0.77102 0.38780 8.17067  -0.074
C: 0.55460 1.85736 8.12594  -0.634
C: 0.21637 2.37788 6.74207  -0.313
O: 1.29658 2.35826 5.87052  -0.510
C: 0.94773 2.58584 4.51980  0.128
H: 2.16409 1.50613 12.94202  0.279
H: 0.60524 1.85918 12.63239  0.322
H: 1.82452 3.14405 12.16953  0.246
H: 0.32461 0.13357 10.87732  0.382
H: 1.97873 -0.22713 11.31339  0.494
H: 1.98369 -1.09026 9.09898  0.471
H: 2.71802 0.43463 8.94418  0.372
H: 0.92344 -0.03483 7.26750  -0.114
H: 1.46930 2.32750 8.49401  0.307
H: -0.27386 2.02222 8.81195  0.246
H: -0.23221 3.38217 6.79475  0.362
H: -0.62841 1.76430 6.38214  0.307
H: 1.85829 2.61598 3.92649  0.214
H: 0.38611 3.51351 4.40061  0.253
H: 0.33446 1.75417 4.16030  -0.158
C: 1.30601 2.20499 -5.33946  0.055
O: 0.60693 3.44997 -5.45445  -0.464
C: 0.67996 4.31973 -4.31148  -0.986
C: -0.24896 3.81500 -3.17478  1.600
N: -1.63327 3.76100 -3.70178  -0.548
C: -2.34152 2.66545 -3.04070  1.372
C: -3.81891 3.06098 -2.74067  -0.954
O: -4.54664 1.98051 -2.19144  -0.239
C: -4.99784 1.11462 -3.24218  -0.680
H: 2.19174 2.41588 -4.72925  0.008
H: 1.71375 1.96317 -6.32040  0.273
H: 0.66742 1.42734 -4.92277  -0.085
H: 0.47901 5.22611 -4.88455  0.351
H: 1.70120 4.31651 -3.91243  0.318
H: -0.19521 4.40354 -2.26315  -0.543
H: 0.18257 2.81634 -3.03425  -0.540
H: -1.47457 3.47992 -4.66713  0.493
H: -1.90705 2.64022 -2.03870  -0.703
H: -2.27475 1.68954 -3.53176  -0.037
H: -4.33283 3.63312 -3.51779  0.305
H: -3.69274 3.67673 -1.84241  0.253
H: -4.34508 0.93982 -4.10337  0.287
H: -5.90925 1.57129 -3.64035  0.338
H: -5.15297 0.13607 -2.78624  0.220
O: -2.21160 3.69392 3.77509  -0.606
H: -1.80012 3.79440 2.91131  0.349
H: -1.77162 4.34505 4.32468  0.254
O: -0.65318 5.85693 3.11968  -0.549
H: -1.27096 6.44311 3.57318  0.275
H: 0.01785 6.44530 2.75185  0.232
O: 4.89019 -0.84299 -0.57241  -0.639
H: 4.72653 -0.92912 -1.51647  0.346
H: 4.93757 0.11379 -0.41909  0.310
O: -5.30458 -1.41097 -0.83050  -0.530
H: -5.46410 -0.65317 -0.25521  0.279
H: -4.45180 -1.76580 -0.54876  0.114
O: -2.92068 0.83367 -0.03774  0.376
H: -2.19521 0.88245 -0.67260  -0.357
H: -3.71649 0.81559 -0.58824  0.026
O: -4.18981 1.52328 2.74317  -0.729
H: -3.52371 1.11044 2.18352  0.207
H: -3.87747 2.42783 2.85644  0.285
C: -1.07081 -5.25172 -3.47251  -0.992
C: -1.60858 -4.72791 -4.80666  0.392
O: -2.91582 -5.28848 -4.94120  -0.472
H: -0.37196 -4.56161 -2.99270  0.243
H: -0.54915 -6.20448 -3.60892  0.534
H: -1.84820 -5.50227 -2.74924  0.223
H: -0.79869 -4.92588 -5.51525  0.453
H: -1.62063 -3.63565 -4.78437  -0.577
H: -2.81241 -6.07428 -5.48943  0.306
C: -1.49489 8.33319 -0.95081  -1.400
C: -0.35133 7.32068 -1.14686  0.406
O: 0.41363 7.29168 0.04647  -0.414
H: -1.07271 9.34095 -0.94172  0.379
H: -2.00597 8.21178 0.00156  0.331
H: -2.14268 8.20854 -1.82022  0.373
H: 0.22481 7.60793 -2.02964  0.196
H: -0.80325 6.35033 -1.34643  -0.093
H: 0.51084 8.13267 0.49397  0.253